Record 1
{
  "formula": "C62H38BBrF8MoN4P",
  "method": "the ωB97M-V functional and the def2-TZVPD basis",
  "elements": ["Mo", "C", "C", "C", "C", "C", "C", "C", "C", "C", "C", "C", "C", "C", "C", "C", "C", "C", "C", "C", "N", "C", "C", "C", "C", "C", "C", "C", "C", "C", "C", "C", "C", "N", "C", "C", "C", "C", "C", "N", "C", "C", "C", "C", "C", "C", "C", "C", "N", "H", "H", "H", "H", "H", "H", "H", "H", "H", "H", "H", "H", "H", "H", "H", "H", "H", "H", "H", "H", "H", "H", "H", "H", "H", "H", "H", "H", "F", "C", "C", "F", "C", "F", "C", "P", "C", "C", "C", "C", "C", "C", "C", "C", "C", "C", "C", "C", "C", "Br", "C", "F", "H", "H", "H", "H", "H", "H", "H", "H", "H", "H", "F", "B", "F", "F", "F"],
  "positions_angstrom": [[-0.5264, 0.2165, -0.0404], [0.9759, 4.0913, 6.1968], [0.6923, 2.7429, 6.0629], [0.3835, 2.2168, 4.8213], [0.3650, 3.0465, 3.7064], [0.6434, 4.4008, 3.8429], [0.9511, 4.9197, 5.0875], [0.0659, 2.4553, 2.3841], [1.1228, 2.1298, 1.5389], [2.4033, 2.7541, 1.6619], [2.9955, 2.6828, 0.4424], [2.1477, 1.8894, -0.3851], [2.5001, 1.4183, -1.6416], [3.5131, 2.1868, -2.3922], [3.1948, 3.5255, -2.6333], [4.0322, 4.3271, -3.3834], [5.2142, 3.8106, -3.8872], [5.5495, 2.4910, -3.6335], [4.7080, 1.6808, -2.8899], [1.8337, 0.3330, -2.2242], [0.6082, -0.1482, -1.8299], [0.2423, -1.0512, -2.8123], [-1.0672, -1.4099, -3.1342], [-1.3256, -2.1495, -4.3911], [-2.0640, -3.3299, -4.4270], [-2.3371, -3.9433, -5.6381], [-1.8904, -3.3874, -6.8265], [-1.1720, -2.2036, -6.8003], [-0.8965, -1.5878, -5.5938], [-2.1730, -0.8982, -2.4517], [-3.5238, -1.0454, -2.8826], [-4.2931, -0.3134, -2.0344], [-3.4092, 0.3044, -1.1015], [-2.1151, -0.0952, -1.3368], [-3.8138, 1.3103, -0.2197], [-2.9725, 1.9961, 0.6401], [-3.3913, 2.9609, 1.6079], [-2.3315, 3.1854, 2.4286], [-1.2452, 2.4189, 1.9148], [-1.6370, 1.7107, 0.8153], [-5.2389, 1.7166, -0.2061], [-5.6225, 2.8892, -0.8485], [-6.9373, 3.3157, -0.7893], [-7.8712, 2.5833, -0.0745], [-7.4945, 1.4093, 0.5571], [-6.1825, 0.9709, 0.4904], [1.3530, -1.2997, -3.6788], [2.3085, -0.3892, -3.3567], [1.0107, 1.5313, 0.3031], [1.2168, 4.4980, 7.1662], [0.7051, 2.1021, 6.9306], [0.1477, 1.1694, 4.7108], [0.6164, 5.0363, 2.9694], [1.1685, 5.9710, 5.1937], [2.7649, 3.2428, 2.5443], [3.9407, 3.0936, 0.1485], [2.2660, 3.9238, -2.2519], [3.7613, 5.3548, -3.5724], [5.8709, 4.4344, -4.4731], [6.4734, 2.0864, -4.0161], [4.9936, 0.6609, -2.6812], [-2.4126, -3.7737, -3.5072], [-2.8997, -4.8644, -5.6577], [-2.1001, -3.8761, -7.7669], [-0.8307, -1.7589, -7.7233], [-0.3614, -0.6504, -5.5737], [-3.8432, -1.6034, -3.7378], [-5.3576, -0.1814, -2.0561], [-4.3797, 3.3662, 1.6876], [-2.2842, 3.8139, 3.2949], [-4.8891, 3.4587, -1.4010], [-7.2258, 4.2257, -1.2941], [-8.8915, 2.9288, -0.0149], [-8.2219, 0.8365, 1.1129], [-5.8787, 0.0631, 0.9894], [1.3806, -2.0274, -4.4650], [3.2475, -0.2213, -3.8447], [2.8042, -6.5685, -2.1184], [2.3818, -5.5230, -1.4207], [3.2245, -4.8738, -0.5222], [4.4603, -5.3142, -0.3126], [2.7724, -3.7653, 0.1873], [3.6202, -3.2571, 1.0832], [1.4917, -3.2431, 0.0197], [0.8204, -1.7809, 0.9560], [2.3287, -0.8833, 1.4366], [2.4638, -0.3846, 2.7301], [3.6513, 0.2052, 3.1233], [4.6965, 0.3359, 2.2247], [4.5363, -0.0853, 0.9150], [3.3568, -0.6870, 0.5167], [0.4453, -2.8321, 2.4172], [1.4516, -3.1522, 3.3312], [1.1813, -4.0045, 4.3854], [-0.0827, -4.5523, 4.5388], [-1.0678, -4.2712, 3.6096], [-0.8050, -3.4269, 2.5449], [0.6376, -3.9754, -0.8067], [-1.2017, -3.5840, -0.8395], [1.0692, -5.0743, -1.5388], [0.2096, -5.7089, -2.3318], [1.6467, -0.4810, 3.4289], [3.7664, 0.5442, 4.1400], [5.6313, 0.7717, 2.5413], [5.3438, 0.0340, 0.2093], [3.2473, -1.0383, -0.5020], [2.4442, -2.7401, 3.2375], [1.9662, -4.2473, 5.0872], [-0.2976, -5.1904, 5.3823], [-2.0526, -4.6974, 3.7109], [-1.6003, -3.2040, 1.8535], [-2.2327, -0.9761, 1.2515], [-2.1977, -0.6039, 2.6930], [-3.0152, 0.4474, 2.8752], [-0.8347, -0.2453, 2.8248], [-2.5212, -1.6461, 3.4689]],
  "forces_ev_per_angstrom": [[-0.36, -1.51, 0.42], [0.04, 0.01, 0.04], [0.00, 0.01, 0.11], [-0.01, 0.02, -0.06], [-0.01, 0.04, 0.13], [-0.03, -0.08, -0.05], [-0.01, 0.09, 0.03], [0.06, -0.05, -0.52], [-0.41, 0.55, 0.25], [0.17, -0.09, -0.40], [-0.36, 0.07, 0.40], [0.03, -0.35, -0.37], [-0.51, -0.24, 0.26], [0.13, 0.19, -0.08], [-0.01, -0.12, -0.07], [0.07, 0.08, 0.01], [0.01, -0.02, -0.02], [0.09, -0.02, -0.02], [-0.08, -0.03, 0.09], [0.59, 0.47, 0.04], [-0.77, 0.63, 0.84], [-0.49, -0.39, -0.40], [0.21, 0.35, 0.34], [-0.03, -0.08, -0.24], [0.15, 0.03, 0.02], [-0.02, -0.08, -0.05], [0.01, -0.04, 0.04], [0.00, -0.02, -0.10], [-0.05, -0.03, 0.06], [0.18, -0.14, -0.27], [0.05, 0.20, 0.33], [0.27, -0.07, 0.08], [-0.48, 0.43, 0.13], [0.47, 0.53, -0.02], [0.24, 0.02, -0.04], [-0.21, -0.22, -0.04], [0.36, -0.06, 0.10], [-0.10, -0.11, -0.33], [0.22, 0.16, 0.16], [-0.03, 0.22, -0.71], [-0.23, 0.08, -0.02], [0.03, -0.12, -0.03], [0.00, 0.07, 0.01], [-0.04, 0.00, -0.05], [-0.06, -0.04, 0.04], [0.10, 0.05, -0.07], [0.13, 0.28, 0.30], [-0.22, -0.16, 0.05], [-0.35, 0.37, -0.55], [0.02, 0.05, 0.11], [0.00, -0.09, 0.08], [-0.05, -0.13, -0.03], [0.02, 0.10, -0.07], [0.02, 0.12, 0.00], [0.06, 0.07, 0.17], [0.18, 0.04, -0.10], [-0.09, 0.04, 0.04], [-0.01, 0.09, -0.02], [0.08, 0.05, -0.06], [0.11, -0.03, -0.03], [0.03, -0.14, 0.01], [-0.03, -0.05, 0.09], [-0.05, -0.08, 0.03], [-0.03, -0.01, -0.04], [0.02, 0.06, -0.06], [0.04, 0.10, -0.05], [-0.06, -0.12, -0.17], [-0.14, 0.08, -0.01], [-0.20, 0.05, 0.01], [0.02, 0.12, 0.19], [0.08, 0.07, -0.03], [-0.05, 0.06, -0.02], [-0.11, 0.01, 0.01], [-0.05, -0.04, 0.03], [0.03, -0.10, 0.10], [-0.04, -0.10, -0.14], [0.13, 0.01, -0.10], [-0.04, 0.15, 0.15], [-0.10, 0.21, 0.13], [-0.21, -0.02, -0.06], [-0.14, -0.01, -0.13], [-0.04, -0.03, -0.04], [0.10, -0.20, -0.10], [-0.10, 0.24, -0.55], [0.99, -1.26, 0.70], [0.09, 0.11, -0.05], [-0.08, -0.01, -0.11], [0.13, -0.03, 0.05], [0.00, -0.08, 0.03], [0.08, -0.08, 0.02], [-0.09, -0.10, 0.14], [-0.34, 0.21, 0.02], [0.02, 0.04, -0.01], [0.05, -0.07, 0.01], [-0.08, 0.00, -0.06], [0.12, -0.15, 0.02], [0.03, 0.09, 0.00], [0.03, -0.06, -0.17], [0.00, -0.19, -0.03], [-0.03, 0.23, 0.22], [0.25, -0.13, 0.00], [-0.05, -0.03, 0.11], [-0.02, 0.10, 0.15], [0.10, 0.06, 0.03], [0.09, 0.02, -0.11], [0.06, -0.09, 0.01], [0.01, -0.04, -0.02], [0.04, 0.03, 0.05], [-0.01, -0.09, 0.05], [-0.13, -0.03, 0.04], [0.06, 0.02, 0.02], [0.45, 0.00, -0.50], [0.31, -0.11, -0.44], [-0.63, 0.68, 0.23], [0.76, 0.30, 0.03], [-0.33, -0.74, 0.45]],
  "lowdin_charge": [1.619, -0.072, -0.060, -0.007, -0.205, -0.038, -0.065, -0.053, -0.216, 0.033, 0.031, -0.233, -0.071, -0.189, -0.024, -0.060, -0.069, -0.064, -0.040, -0.223, -0.003, -0.242, -0.119, -0.200, -0.048, -0.060, -0.068, -0.060, -0.035, -0.266, 0.035, 0.045, -0.204, -0.030, -0.047, -0.206, 0.049, 0.052, -0.220, -0.029, -0.226, -0.029, -0.067, -0.074, -0.062, -0.017, 0.019, 0.028, -0.034, 0.107, 0.109, 0.112, 0.126, 0.108, 0.129, 0.132, 0.125, 0.110, 0.109, 0.109, 0.113, 0.086, 0.110, 0.109, 0.110, 0.122, 0.119, 0.125, 0.128, 0.128, 0.124, 0.108, 0.107, 0.109, 0.128, 0.124, 0.110, 0.152, -0.120, -0.120, 0.145, -0.197, 0.109, -0.269, 1.085, -0.368, -0.106, -0.061, -0.062, -0.063, -0.109, -0.325, -0.084, -0.058, -0.058, -0.053, -0.129, -0.537, 1.020, -0.246, 0.091, 0.105, 0.115, 0.113, 0.113, 0.109, 0.097, 0.110, 0.110, 0.117, 0.050, -0.022, -1.303, 0.223, 0.087, 0.223],
  "total_charge": 1,
  "lumo_ev": [-4.3076, -4.3086],
  "gap_ev": [5.62, 5.61]
}

---

Record 2
{
  "formula": "C62H39Cl4N4OPdSi",
  "method": "the ωB97M-V functional and the def2-TZVPD basis",
  "elements": ["Pd", "Cl", "C", "C", "C", "C", "C", "C", "C", "C", "C", "C", "C", "C", "C", "C", "C", "C", "Cl", "C", "C", "C", "N", "C", "C", "C", "C", "C", "C", "Cl", "C", "C", "C", "C", "C", "C", "N", "C", "C", "C", "C", "C", "N", "C", "C", "C", "C", "Cl", "C", "C", "C", "C", "N", "H", "H", "H", "H", "H", "H", "H", "H", "H", "H", "H", "H", "H", "H", "H", "H", "H", "H", "H", "H", "H", "H", "H", "H", "O", "Si", "C", "C", "C", "C", "C", "C", "C", "C", "C", "C", "C", "C", "C", "C", "C", "C", "C", "C", "H", "H", "H", "H", "H", "H", "H", "H", "H", "H", "H", "H", "H", "H", "H"],
  "positions_angstrom": [[1.3473, -1.4277, -0.1691], [-0.2910, 0.2328, 8.7944], [0.1907, -0.2491, 7.1948], [-0.1561, 0.5407, 6.1102], [0.2158, 0.1415, 4.8370], [0.9411, -1.0353, 4.6436], [1.2958, -1.7989, 5.7481], [0.9170, -1.4154, 7.0275], [1.2821, -1.4047, 3.2395], [2.2553, -0.6441, 2.6044], [3.1142, 0.2886, 3.2916], [3.9033, 0.8560, 2.3560], [3.5342, 0.2699, 1.0904], [4.0899, 0.6232, -0.1294], [5.0877, 1.7217, -0.1963], [4.7612, 2.8776, -0.9096], [5.6762, 3.9040, -1.0690], [6.9390, 3.7705, -0.5131], [8.1154, 5.0273, -0.7552], [7.2802, 2.6479, 0.2196], [6.3502, 1.6307, 0.3810], [3.6877, 0.0806, -1.3629], [2.5642, -0.6573, -1.5868], [2.4904, -0.8612, -2.9323], [1.3929, -1.4217, -3.6215], [1.2880, -1.1266, -5.0724], [1.4053, 0.1983, -5.5126], [1.3471, 0.5282, -6.8550], [1.1338, -0.4757, -7.7860], [1.0633, -0.0792, -9.4777], [0.9735, -1.7888, -7.3827], [1.0603, -2.1085, -6.0369], [0.3473, -2.0820, -2.9789], [-0.8260, -2.5999, -3.6367], [-1.6278, -3.1016, -2.6756], [-0.9668, -2.8821, -1.4142], [0.2406, -2.2894, -1.6341], [-1.5101, -3.2753, -0.1914], [-0.8522, -3.1519, 1.0443], [-1.3834, -3.5894, 2.3040], [-0.5911, -3.0605, 3.2683], [0.4219, -2.3006, 2.5961], [0.2821, -2.4294, 1.2496], [-2.9654, -3.5894, -0.1670], [-3.8417, -2.5929, -0.6118], [-5.2135, -2.7461, -0.5240], [-5.7275, -3.9145, 0.0129], [-7.4490, -4.1072, 0.1554], [-4.8875, -4.9291, 0.4348], [-3.5134, -4.7654, 0.3367], [3.6610, -0.3253, -3.5629], [4.3971, 0.2723, -2.5910], [2.5551, -0.6558, 1.2785], [-0.7132, 1.4564, 6.2556], [-0.0577, 0.7431, 3.9764], [1.8870, -2.6957, 5.6078], [1.1841, -2.0192, 7.8842], [3.1030, 0.4673, 4.3544], [4.6631, 1.6089, 2.4875], [3.7713, 2.9633, -1.3392], [5.4145, 4.7932, -1.6258], [8.2701, 2.5612, 0.6466], [6.6167, 0.7432, 0.9411], [1.5321, 0.9848, -4.7822], [1.4640, 1.5539, -7.1770], [0.7890, -2.5579, -8.1207], [0.9847, -3.1443, -5.7334], [-1.0144, -2.5801, -4.6956], [-2.5777, -3.5937, -2.8015], [-2.2679, -4.1854, 2.4433], [-0.7101, -3.1479, 4.3361], [-3.4377, -1.6666, -0.9985], [-5.8758, -1.9558, -0.8487], [-5.3089, -5.8403, 0.8383], [-2.8679, -5.5756, 0.6525], [3.9104, -0.4018, -4.6075], [5.3385, 0.7833, -2.7043], [-0.1483, 0.2698, 0.3188], [-1.3851, 1.2257, 0.3543], [-1.8530, 1.8618, -1.3768], [-2.6791, 2.9655, -1.6032], [-3.0586, 3.3320, -2.8878], [-2.5904, 2.6168, -3.9818], [-1.7367, 1.5400, -3.7820], [-1.3836, 1.1678, -2.4917], [-2.9956, 0.5356, 1.1168], [-4.2707, 1.0184, 0.8082], [-5.4056, 0.5337, 1.4464], [-5.2921, -0.4754, 2.3932], [-4.0369, -0.9739, 2.7115], [-2.9076, -0.4572, 2.0925], [-0.9500, 2.7352, 1.4492], [-1.8889, 3.3823, 2.2557], [-1.5189, 4.4240, 3.0994], [-0.1981, 4.8468, 3.1414], [0.7477, 4.2245, 2.3366], [0.3716, 3.1788, 1.5047], [-3.0281, 3.5541, -0.7600], [-3.7255, 4.1741, -3.0370], [-2.8876, 2.8997, -4.9849], [-1.3503, 0.9856, -4.6310], [-0.7303, 0.3162, -2.3301], [-4.3800, 1.7812, 0.0471], [-6.3825, 0.9394, 1.2074], [-6.1762, -0.8734, 2.8774], [-3.9388, -1.7624, 3.4500], [-1.9285, -0.8262, 2.3775], [-2.9259, 3.0645, 2.2291], [-2.2627, 4.8914, 3.7357], [0.0940, 5.6556, 3.8014], [1.7840, 4.5416, 2.3716], [1.1151, 2.6822, 0.8884]],
  "forces_ev_per_angstrom": [[1.13, -1.25, -0.23], [-0.03, 0.04, 0.12], [0.06, -0.06, -0.14], [-0.03, 0.04, 0.00], [0.02, -0.08, 0.05], [0.07, 0.03, 0.05], [0.04, 0.02, -0.04], [0.00, -0.03, 0.01], [-0.32, -0.10, -0.24], [0.11, -0.10, -0.10], [0.05, 0.04, 0.04], [0.01, 0.06, 0.03], [0.00, -0.06, 0.04], [-0.25, -0.21, -0.47], [0.09, 0.02, -0.06], [0.04, -0.06, 0.10], [0.03, -0.01, 0.00], [-0.13, -0.06, -0.01], [0.07, 0.09, 0.02], [0.07, -0.02, 0.06], [-0.02, 0.00, -0.06], [-0.04, 0.06, 0.59], [0.10, 0.14, -0.12], [-0.54, -0.25, -0.05], [0.32, 0.23, 0.49], [0.04, 0.03, -0.26], [-0.02, -0.14, 0.11], [-0.02, -0.06, -0.09], [-0.01, 0.05, 0.16], [-0.02, 0.01, -0.07], [-0.03, -0.09, -0.11], [0.20, 0.02, 0.09], [0.06, 0.08, 0.01], [-0.12, -0.05, -0.03], [-0.04, 0.00, -0.10], [0.12, -0.14, -0.02], [-0.29, 0.16, 0.13], [0.23, 0.18, 0.28], [0.01, 0.14, -0.57], [0.03, 0.08, 0.47], [-0.41, -0.28, -0.07], [0.43, 0.37, -0.05], [-0.16, -0.08, 0.05], [-0.16, 0.02, -0.07], [0.04, -0.04, 0.13], [-0.06, -0.03, 0.00], [0.19, 0.06, -0.05], [-0.13, -0.03, 0.02], [-0.09, -0.07, 0.02], [0.05, -0.04, -0.08], [0.33, 0.28, 0.05], [-0.11, -0.06, -0.45], [-0.27, 0.23, 0.06], [-0.02, -0.02, 0.02], [0.00, 0.01, 0.01], [-0.05, -0.03, 0.00], [0.00, 0.04, 0.02], [0.00, 0.04, -0.01], [-0.03, 0.00, 0.04], [0.00, 0.00, -0.03], [0.03, 0.01, 0.01], [0.00, 0.02, 0.00], [0.00, -0.01, -0.02], [0.04, 0.02, 0.06], [-0.04, 0.00, 0.00], [0.05, -0.01, 0.00], [-0.02, -0.01, 0.01], [-0.02, 0.02, 0.01], [-0.02, 0.03, 0.00], [-0.02, 0.02, 0.01], [0.03, 0.02, 0.00], [0.03, 0.04, 0.03], [0.00, 0.01, 0.02], [0.02, -0.01, -0.01], [0.06, 0.04, 0.02], [-0.08, 0.00, -0.05], [0.02, -0.01, 0.04], [-0.74, 0.46, 0.15], [0.40, 0.33, 0.09], [-0.15, 0.09, 0.20], [0.04, -0.03, -0.06], [-0.05, 0.06, 0.00], [0.02, 0.00, -0.03], [-0.02, -0.01, -0.04], [0.04, -0.12, 0.02], [0.08, 0.17, -0.09], [0.01, -0.10, -0.03], [-0.06, -0.05, 0.00], [-0.01, -0.03, 0.00], [-0.03, -0.03, 0.07], [0.10, -0.03, 0.04], [-0.52, -0.10, -0.16], [0.15, 0.09, 0.01], [-0.08, -0.01, 0.05], [-0.01, 0.03, 0.04], [0.04, -0.05, 0.00], [0.08, 0.00, -0.03], [-0.02, 0.01, 0.00], [0.04, 0.02, -0.01], [0.01, 0.01, 0.00], [-0.03, -0.01, 0.00], [0.05, 0.00, 0.01], [-0.04, 0.04, -0.02], [0.01, -0.02, -0.05], [0.00, 0.01, 0.00], [0.02, 0.01, -0.01], [0.03, -0.05, -0.07], [0.00, -0.03, 0.06], [0.02, 0.05, -0.02], [0.00, -0.01, 0.00], [-0.01, 0.02, -0.01], [0.00, -0.06, 0.05]],
  "lowdin_charge": [1.031, 0.640, -0.676, -0.087, 0.002, -0.211, -0.031, -0.109, -0.065, -0.228, 0.008, 0.002, -0.229, -0.065, -0.201, -0.017, -0.097, -0.677, 0.642, -0.105, -0.028, -0.229, 0.018, -0.227, -0.061, -0.181, -0.035, -0.097, -0.676, 0.643, -0.104, -0.035, -0.239, -0.005, -0.002, -0.229, 0.018, -0.048, -0.221, -0.011, -0.004, -0.233, 0.020, -0.184, -0.018, -0.092, -0.675, 0.640, -0.107, -0.040, -0.016, -0.007, 0.024, 0.108, 0.130, 0.122, 0.100, 0.113, 0.105, 0.131, 0.105, 0.102, 0.124, 0.126, 0.106, 0.103, 0.120, 0.101, 0.113, 0.099, 0.110, 0.127, 0.108, 0.101, 0.119, 0.111, 0.112, -0.377, 0.388, -0.204, -0.113, -0.107, -0.112, -0.094, -0.082, -0.214, -0.104, -0.104, -0.110, -0.089, -0.087, -0.208, -0.102, -0.110, -0.119, -0.103, -0.095, 0.096, 0.092, 0.091, 0.088, 0.081, 0.084, 0.094, 0.095, 0.098, 0.085, 0.089, 0.091, 0.090, 0.093, 0.094],
  "total_charge": -1,
  "lumo_ev": 0.9849,
  "gap_ev": 5.50
}